{"formula": "C42H36F5N2O7P", "method": "ωB97M-V/def2-TZVPD", "e_tot_ev": -84327.5209, "smiles": "[H]/N=C(\\C)C[C@]1(CCCC(F)(F)C(F)(F)F)C(=O)O[C@@H](N)[C@]1(C=C)[PH2]=O.O=C1c2ccccc2C(=O)c2ccccc21.O=C1c2ccccc2C(=O)c2ccccc21", "orbital_gap_ev": 8.70, "charge": 0, "elements": ["C", "O", "H", "H", "C", "H", "C", "C", "H", "C", "C", "C", "C", "H", "H", "H", "C", "H", "H", "H", "H", "H", "H", "C", "H", "C", "H", "H", "F", "C", "C", "H", "C", "H", "H", "O", "F", "C", "C", "F", "F", "C", "C", "C", "H", "C", "O", "N", "H", "C", "C", "C", "O", "C", "C", "P", "H", "O", "H", "H", "C", "C", "H", "H", "O", "H", "H", "C", "H", "C", "C", "F", "H", "C", "C", "C", "C", "C", "H", "C", "H", "C", "N", "H", "H", "C", "C", "H", "C", "C", "O", "H", "C"], "coordinates": [[-4.076872, -1.422326, 0.742412], [-3.196004, 0.825433, 10.476997], [-6.458481, 5.475780, 8.390917], [2.471773, 2.603799, -3.672319], [-5.905286, 4.566961, 8.588003], [8.428164, 0.741324, -4.871127], [5.228917, 0.762197, -4.644345], [-2.937936, -0.752575, -1.702310], [-5.822521, -2.734471, 4.266440], [-5.156235, -4.080943, 1.228535], [6.024591, -0.459667, -4.029538], [6.352221, -1.651676, -4.925319], [-4.066793, 0.239127, 7.019050], [1.671091, 0.524088, -5.682397], [-2.962605, -2.548216, 5.458499], [-5.488916, 5.079269, 10.631528], [-5.210885, -3.137324, 2.255831], [-2.486219, -0.516689, -2.650791], [6.953299, -0.111450, -3.566786], [8.215355, -0.866774, -5.807384], [-6.724769, -6.646984, 2.773356], [3.828434, 0.312308, -3.030822], [5.432133, -0.893071, -3.226930], [6.135879, 4.151461, -3.691066], [-6.787119, -4.987747, 4.606452], [-3.048301, 0.200585, -0.696228], [7.160727, 2.069368, -7.048294], [5.715566, 3.759457, -7.472248], [2.334364, -1.259682, -3.921566], [-2.682645, -1.076514, 8.493933], [-4.641883, 3.188008, 10.099826], [4.740759, 3.768993, -5.143372], [1.410075, -0.280559, -3.739002], [7.169833, -1.770581, -6.890234], [-3.331200, -2.788635, -2.265185], [8.675302, 3.065697, -5.273089], [-0.227149, -1.770045, -2.923317], [-3.985306, -2.377272, -0.273086], [-6.331530, -4.731113, 3.659200], [1.475090, 0.081466, -2.426678], [0.069580, -1.731835, -5.050087], [-5.792457, -3.469777, 3.473588], [-4.509555, -3.759110, -0.077178], [-5.746021, 3.626397, 7.585064], [-4.208998, 3.006585, 11.073740], [-5.031729, 2.461124, 7.833873], [-4.706152, -0.948865, 2.964046], [5.322713, 2.828253, -7.410774], [3.155467, 2.287873, -5.233615], [1.647539, 0.893713, -4.658476], [4.776568, 0.246694, -6.008982], [4.086061, 1.144150, -3.676353], [-4.417922, -4.595182, -0.949986], [2.846775, 1.798788, -4.305250], [-2.495807, -2.003258, 7.483042], [7.896752, 2.002443, -4.592064], [7.961435, 2.110835, -3.191533], [3.819937, -0.401297, -6.292792], [5.921713, 5.212628, -3.683823], [-5.664322, -6.063729, 0.613679], [-6.293565, -5.665188, 2.629228], [-3.887550, -0.700974, 6.009825], [5.836423, -3.401482, -5.427513], [-2.219459, -1.212126, 9.461362], [5.693298, 0.616134, -6.946382], [0.743228, 1.504659, -4.590026], [-1.876267, -2.873158, 7.658089], [-3.471366, 0.044734, 8.268486], [-3.694775, 0.602284, 1.313243], [7.538499, -1.709445, -5.865833], [0.039318, -0.976586, -3.963189], [-0.948842, -0.077655, -4.088629], [-6.170510, 3.786955, 6.603785], [-3.103985, -1.818331, 6.245924], [6.158431, 1.946272, -6.642932], [-3.407927, -2.039001, -1.489621], [-4.665844, -1.763841, 2.065104], [5.616475, 3.373906, -4.641445], [8.095991, -2.622023, -5.649439], [-4.469870, 2.245822, 9.093151], [-2.692924, 1.208752, -0.865992], [-3.609900, -0.132541, 0.524502], [5.559946, -2.638110, -4.808340], [4.384163, 2.905589, -7.035877], [6.756584, 3.774194, -2.887571], [-3.670849, 1.019632, 9.377774], [-5.703788, -5.343225, 1.418745], [4.539450, 1.888951, -3.015203], [-4.884119, 1.454668, 6.741254], [6.106390, 1.992988, -5.061821], [-5.409707, 1.626799, 5.663041], [-4.355526, -0.561308, 5.045190], [-5.357919, 4.345220, 9.847446]], "forces_ev_per_angstrom": [[-0.03, -0.06, -0.02], [0.00, 0.01, -0.01], [-0.01, 0.00, 0.00], [0.17, -0.10, 0.18], [0.01, -0.02, 0.02], [-0.22, -0.17, 0.14], [-0.12, -0.54, -0.21], [-0.16, -0.20, 0.16], [0.01, 0.06, -0.04], [0.02, 0.07, 0.01], [0.51, 0.11, 0.14], [-0.35, -0.31, 0.04], [0.03, 0.00, 0.09], [0.24, -0.18, 0.09], [0.00, 0.00, -0.01], [0.00, 0.01, 0.00], [0.02, -0.01, -0.06], [-0.09, 0.14, 0.05], [-0.07, 0.03, 0.06], [0.05, 0.05, 0.02], [0.00, -0.01, 0.01], [-0.08, -0.10, -0.20], [-0.09, 0.10, -0.08], [-0.28, -0.25, -0.11], [0.00, 0.00, 0.00], [0.03, 0.03, -0.07], [0.11, -0.14, 0.22], [0.06, -0.02, -0.01], [-0.03, 0.07, 0.17], [0.05, -0.10, -0.02], [-0.03, 0.10, 0.04], [0.43, 0.14, -0.56], [0.22, -0.25, -0.37], [0.05, 0.03, -0.02], [-0.03, -0.05, 0.04], [-0.17, -0.06, -0.04], [-0.19, 0.06, -0.01], [-0.03, 0.00, 0.07], [0.01, -0.01, -0.02], [-0.15, 0.18, -0.06], [-0.09, 0.07, -0.36], [-0.04, -0.06, 0.07], [0.01, -0.06, -0.06], [-0.05, 0.10, 0.02], [0.04, -0.06, -0.02], [0.05, -0.04, 0.04], [0.01, -0.02, -0.12], [0.11, 0.23, 0.28], [-0.14, 0.03, 0.00], [-0.41, 0.31, 0.11], [-0.16, 0.34, -0.19], [0.38, 0.49, 0.08], [-0.01, 0.00, 0.00], [-0.06, -0.28, -0.31], [-0.02, 0.00, -0.03], [0.50, 0.71, -0.26], [-0.18, -0.42, 0.07], [-0.08, -0.19, 0.13], [-0.47, -0.12, 0.38], [0.05, 0.04, -0.04], [0.01, 0.03, 0.01], [0.01, -0.06, -0.01], [0.00, -0.02, 0.00], [-0.04, 0.06, 0.04], [0.17, 0.11, 0.08], [0.06, 0.02, -0.02], [0.00, -0.01, 0.00], [-0.04, 0.06, -0.05], [-0.02, -0.05, 0.05], [-0.19, -0.05, 0.00], [0.49, -0.13, 0.44], [0.00, -0.01, -0.05], [0.01, -0.07, -0.03], [0.01, 0.00, 0.03], [-0.57, -0.46, -0.54], [0.04, 0.07, -0.05], [-0.01, 0.05, 0.08], [-0.10, 0.01, 0.66], [0.05, 0.06, -0.04], [0.00, -0.03, -0.07], [0.02, 0.00, 0.00], [0.04, 0.08, -0.05], [0.12, 0.17, 0.08], [-0.03, -0.06, -0.09], [0.54, 0.21, -0.37], [0.04, -0.02, 0.09], [-0.05, -0.09, 0.06], [-0.13, -0.10, 0.12], [-0.04, 0.00, -0.08], [0.29, 0.43, 0.27], [0.00, 0.00, 0.00], [-0.01, 0.12, 0.07], [-0.01, -0.01, -0.03]]}